1.
Here is the molecule C3H4N4 in a non-equilibrium geometry from the Open Molecules 2025 dataset. Energies are from the ωB97M-V functional and the def2-TZVPD basis.

Geometry as XYZ:
```
11
C3H4N4 the ωB97M-V functional and the def2-TZVPD basis
H 0.003 -2.679 -0.757
C 0.069 2.033 -0.081
H 0.620 -2.332 0.984
H 0.249 3.049 -0.195
H -1.769 -0.372 0.894
N 1.046 1.376 -0.821
N -1.061 1.483 0.408
N 1.194 0.036 -0.682
C -1.062 0.113 0.272
C 0.184 -0.653 -0.062
N 0.527 -2.054 0.041
```

E_tot: -9133.1993 eV
LUMO energy: -0.411 eV
structure (SMILES): Nc1cncnn1
relative energy (zero: lowest compared OMol25 entry of this formula, charge and spin): 84.4 kcal/mol
gap between HOMO and LUMO: 8.915 eV

---

2.
Here is the molecule C3H4N4 in a non-equilibrium geometry from the Open Molecules 2025 dataset. Energies are from the ωB97M-V functional and the def2-TZVPD basis.

Geometry as XYZ:
```
11
C3H4N4 the ωB97M-V functional and the def2-TZVPD basis
H 0.462 -0.298 -2.342
N 0.334 -1.203 1.538
C 0.003 0.534 -2.085
H -0.043 1.206 -2.969
C -0.549 -0.339 2.171
N -0.158 0.422 0.235
H 1.337 -1.081 -0.424
H -0.860 -0.387 3.164
N -0.214 1.169 -0.956
C 0.503 -0.781 0.284
N -0.816 0.759 1.385
```

E_tot: -9133.0454 eV
LUMO energy: -0.163 eV
structure (SMILES): C=Nn1cncn1
relative energy (zero: lowest compared OMol25 entry of this formula, charge and spin): 87.9 kcal/mol
gap between HOMO and LUMO: 9.730 eV

---

3.
Here is a structure of composition C3H4N4 in a non-equilibrium geometry from the Open Molecules 2025 dataset. Energies are from the ωB97M-V functional and the def2-TZVPD basis.

Geometry as XYZ:
```
11
C3H4N4 the ωB97M-V functional and the def2-TZVPD basis
C -1.483 -1.110 -0.009
H -1.739 -2.337 0.072
C -0.372 0.790 0.446
N 1.765 0.195 -0.487
H 2.192 0.965 0.139
N -0.252 1.856 1.075
C 0.496 0.067 -0.497
H 0.518 2.532 0.570
N -0.212 -0.991 -0.873
N -1.565 -0.051 0.698
H 0.654 -1.917 -1.134
```

E_tot: -9132.3418 eV
LUMO energy: -0.554 eV
relative energy (zero: lowest compared OMol25 entry of this formula, charge and spin): 104.1 kcal/mol
gap between HOMO and LUMO: 8.968 eV